[1]
A structure of composition C20H14BrIInN2O3 in a non-equilibrium geometry. Source: the OMol25 dataset; level of theory: the ωB97M-V functional and the def2-TZVPD basis.

Results
* frontier orbital gap: 0.19015 Ha
* DFT total energy: -4167.36436 Eh
* HOMO energy: -10.8 eV
* total charge: +1
* molar mass: 651.969 g mol⁻¹
* largest force on an atom: 1.257 eV Å⁻¹
* relative energy (zero: lowest compared OMol25 entry of this formula, charge and spin): 0.0 kcal per mole

Geometry (Å):
In: -0.06 -0.48 0.16
O: 3.47 3.70 0.74
C: 4.22 2.59 0.85
C: 5.60 2.77 0.91
C: 6.44 1.68 1.01
C: 5.93 0.38 1.07
C: 4.57 0.20 1.01
C: 3.69 1.29 0.90
C: 2.25 1.02 0.84
O: 1.87 -0.25 0.80
N: 1.39 2.04 0.80
N: 0.10 1.61 0.71
C: -0.86 2.48 0.58
C: -2.25 2.13 0.44
C: -3.15 3.20 0.26
C: -4.48 2.98 0.08
C: -4.97 1.66 0.06
C: -4.12 0.59 0.23
C: -2.76 0.80 0.44
O: -2.00 -0.28 0.70
H: 2.53 3.44 0.74
H: 5.98 3.78 0.86
H: 7.51 1.84 1.06
H: 6.60 -0.46 1.16
H: 4.15 -0.80 1.06
H: -0.60 3.53 0.60
H: -2.76 4.21 0.27
H: -5.16 3.81 -0.06
H: -6.03 1.49 -0.09
H: -4.49 -0.43 0.22
Br: -0.51 -6.38 1.68
C: -0.06 -5.62 0.02
C: 0.08 -6.45 -1.08
C: 0.41 -5.92 -2.32
C: 0.61 -4.56 -2.46
C: 0.48 -3.73 -1.37
C: 0.14 -4.26 -0.13
I: -0.07 -3.00 1.54
H: -0.08 -7.52 -0.96
H: 0.52 -6.58 -3.17
H: 0.88 -4.14 -3.42
H: 0.66 -2.66 -1.49

---

[2]
The molecule C20H14Cl2FN3O in a non-equilibrium geometry. Source: the OMol25 dataset; level of theory: the ωB97M-V functional and the def2-TZVPD basis.

Results
* SMILES: Cc1ccc2nc(N[C@@H](c3ccc(Cl)cc3)c3ncc(Cl)cc3F)oc2c1
* frontier orbital gap: 0.30085 Ha
* DFT total energy: -2030.30679 Eh
* HOMO energy: -8.1 eV
* total charge: 0
* molar mass: 402.256 g mol⁻¹
* largest force on an atom: 2.282 eV Å⁻¹
* relative energy (zero: lowest compared OMol25 entry of this formula, charge and spin): 0.0 kcal per mole

Geometry (Å):
C: -4.23 5.34 -1.70
C: -3.21 4.40 -1.10
C: -2.40 4.77 -0.05
C: -1.52 3.87 0.54
C: -1.35 2.63 -0.03
N: -0.58 1.56 0.44
C: -0.85 0.63 -0.43
N: -0.25 -0.63 -0.45
C: 0.74 -1.12 0.55
C: 0.43 -2.52 1.15
C: 0.07 -3.58 0.30
C: -0.11 -4.88 0.85
C: 0.06 -5.12 2.22
Cl: -0.25 -6.73 2.89
C: 0.34 -4.05 3.05
C: 0.57 -2.76 2.52
C: 2.15 -1.08 -0.10
N: 2.22 -1.36 -1.43
C: 3.40 -1.46 -2.02
C: 4.60 -1.24 -1.34
Cl: 6.15 -1.26 -2.17
C: 4.55 -0.87 0.01
C: 3.30 -0.79 0.67
F: 3.27 -0.53 1.99
O: -1.68 1.01 -1.46
C: -2.07 2.28 -1.15
C: -3.07 3.11 -1.68
H: -5.23 5.09 -1.37
H: -4.06 6.38 -1.50
H: -4.21 5.23 -2.78
H: -2.58 5.76 0.36
H: -0.96 4.11 1.46
H: -0.02 -0.96 -1.38
H: 0.70 -0.40 1.39
H: -0.03 -3.38 -0.75
H: -0.37 -5.73 0.21
H: 0.42 -4.21 4.14
H: 0.82 -1.97 3.20
H: 3.47 -1.72 -3.05
H: 5.51 -0.66 0.54
H: -3.73 2.81 -2.51

---

[3]
A structure of composition C20H14Cl3N4O10Sr. Source: the OMol25 dataset; level of theory: the ωB97M-V functional and the def2-TZVPD basis.

Results
* frontier orbital gap: 0.31010 Ha
* DFT total energy: -3153.62991 Eh
* HOMO energy: -6.2 eV
* total charge: -1
* molar mass: 664.329 g mol⁻¹
* largest force on an atom: 0.666 eV Å⁻¹
* relative energy (zero: lowest compared OMol25 entry of this formula, charge and spin): 0.0 kcal per mole

Geometry (Å):
Sr: -0.26 -0.21 -0.50
C: -1.75 3.60 -2.19
C: -1.67 3.44 -0.71
N: -1.39 2.32 -0.08
C: -1.44 2.61 1.27
C: -1.76 3.93 1.45
N: -1.90 4.43 0.17
C: -1.96 4.86 2.59
O: -1.85 4.36 3.79
O: -2.24 6.02 2.36
C: -1.13 1.56 2.31
O: -1.30 1.88 3.51
O: -0.72 0.47 1.87
H: -1.03 2.93 -2.65
H: -1.56 4.63 -2.48
H: -2.75 3.32 -2.54
H: -2.13 5.40 -0.01
H: -1.59 3.36 3.76
O: -1.60 -0.69 -2.55
C: -0.91 0.09 -3.26
O: -0.04 0.87 -2.80
C: -1.14 0.09 -4.75
C: -2.15 -0.69 -5.30
C: -2.38 -0.74 -6.67
C: -1.55 0.02 -7.46
O: -1.56 0.15 -8.83
C: -0.47 1.02 -9.15
O: 0.13 1.45 -7.93
C: -0.54 0.80 -6.92
C: -0.30 0.86 -5.57
H: -2.76 -1.27 -4.61
H: -3.16 -1.34 -7.11
H: -0.85 1.89 -9.69
H: 0.26 0.47 -9.74
H: 0.49 1.45 -5.13
O: 3.18 -1.88 -2.83
C: 2.27 -2.50 -2.31
C: 1.94 -3.95 -2.67
C: 0.93 -4.34 -1.60
C: 0.57 -3.00 -0.97
O: -0.36 -2.84 -0.17
N: 1.41 -2.01 -1.35
H: 2.85 -4.53 -2.69
H: 1.51 -3.95 -3.67
H: 1.38 -4.95 -0.81
H: 0.04 -4.86 -1.95
Cl: -0.23 -2.50 3.24
C: 1.48 -2.53 2.82
Cl: 1.91 -4.03 1.98
Cl: 2.49 -2.35 4.27
C: 1.74 -1.40 1.93
N: 1.90 -0.49 1.24

---

[4]
A structure of composition C20H14F5N3OSTl in a non-equilibrium geometry. Source: the OMol25 dataset; level of theory: the ωB97M-V functional and the def2-TZVPD basis.

Results
* frontier orbital gap: 0.26057 Ha
* DFT total energy: -2080.03573 Eh
* HOMO energy: -4.9 eV
* total charge: -1
* molar mass: 643.792 g mol⁻¹
* largest force on an atom: 3.654 eV Å⁻¹
* relative energy (zero: lowest compared OMol25 entry of this formula, charge and spin): 0.0 kcal per mole

Geometry (Å):
Tl: -2.83 0.46 -1.27
O: -0.05 0.83 -0.64
S: 0.69 0.92 0.69
C: 1.78 -0.54 0.66
C: 1.00 -1.86 0.86
C: 0.05 -2.32 -0.03
C: -0.59 -3.51 0.23
C: -0.37 -4.22 1.36
C: 0.49 -3.68 2.34
C: 1.19 -2.57 2.04
C: 2.02 2.19 0.51
C: 2.70 2.17 -0.85
C: 4.04 1.88 -1.02
C: 4.67 2.07 -2.22
C: 3.96 2.47 -3.34
C: 2.61 2.74 -3.26
C: 1.99 2.63 -1.99
H: 2.40 -0.25 1.56
H: 2.25 -0.42 -0.28
H: -0.14 -1.77 -0.96
H: -1.35 -3.83 -0.51
H: -0.82 -5.20 1.58
H: 0.49 -4.10 3.36
H: 1.79 -2.18 2.90
H: 2.65 2.15 1.39
H: 1.53 3.19 0.61
H: 4.73 1.65 -0.13
H: 5.74 1.84 -2.33
H: 4.43 2.64 -4.28
H: 1.97 3.21 -4.00
H: 0.94 2.83 -1.82
N: -2.56 -1.03 0.90
C: -3.23 -1.96 0.83
C: -4.08 -3.13 0.65
C: -3.72 -4.41 1.06
N: -3.36 -5.46 1.34
C: -5.37 -2.99 0.00
N: -6.42 -2.84 -0.42
F: -4.25 3.28 -0.75
C: -3.47 2.52 0.11
F: -4.42 2.04 1.06
C: -2.57 3.42 0.84
F: -1.65 2.69 1.56
F: -3.07 4.32 1.71
F: -1.80 4.14 -0.07

---

[5]
A cluster of 2 separate species, C20H15Cl2N3O2 in total in a non-equilibrium geometry. Source: the OMol25 dataset; level of theory: the ωB97M-V functional and the def2-TZVPD basis.

Results
* SMILES: N#CC1=C(C#N)C(=O)C(Cl)=C(Cl)C1=O.C(=C\N1CCCC1)/c1ccccc1
* frontier orbital gap: 0.15732 Ha
* DFT total energy: -2006.16835 Eh
* HOMO energy: -7.2 eV
* total charge: 0
* molar mass: 400.265 g mol⁻¹
* largest force on an atom: 3.300 eV Å⁻¹
* relative energy (zero: lowest compared OMol25 entry of this formula, charge and spin): 2.2 kcal per mole

Geometry (Å):
N: 2.73 0.40 -0.64
C: 2.20 -0.23 0.19
C: 1.54 -1.01 1.16
C: 1.34 -2.35 0.98
C: 1.47 -2.97 -0.29
N: 1.59 -3.52 -1.33
C: 0.88 -3.21 2.09
O: 0.42 -4.33 1.87
C: 0.98 -2.61 3.45
Cl: 0.90 -3.68 4.77
C: 1.04 -1.25 3.60
Cl: 0.90 -0.50 5.12
C: 1.19 -0.34 2.43
O: 1.04 0.89 2.48
C: -0.55 0.04 -0.62
C: -0.39 1.41 -0.72
N: 0.25 2.05 -1.70
C: 0.41 3.49 -1.68
C: 1.26 3.83 -2.91
C: 1.60 2.50 -3.61
C: 0.90 1.38 -2.83
C: -1.56 -0.59 0.20
C: -1.93 -1.93 -0.04
C: -2.95 -2.52 0.71
C: -3.58 -1.80 1.73
C: -3.16 -0.50 2.03
C: -2.16 0.10 1.27
H: 0.05 -0.61 -1.29
H: -0.81 2.05 0.07
H: -0.58 3.97 -1.71
H: 0.89 3.82 -0.74
H: 0.69 4.50 -3.57
H: 2.17 4.33 -2.61
H: 1.28 2.47 -4.65
H: 2.68 2.34 -3.57
H: 1.63 0.64 -2.48
H: 0.15 0.86 -3.44
H: -1.42 -2.48 -0.83
H: -3.26 -3.54 0.48
H: -4.41 -2.24 2.28
H: -3.60 0.06 2.86
H: -1.83 1.12 1.50

---

[6]
A structure of composition C20H15Cl3IrN3OS. Source: the OMol25 dataset; level of theory: the ωB97M-V functional and the def2-TZVPD basis.

Results
* frontier orbital gap (spin up / spin down): 0.13011 / 0.13785 Ha
* spin multiplicity: 2
* DFT total energy: -2892.59854 Eh
* HOMO energy (spin up / spin down): -15.8 / -16.0 eV
* total charge: +3
* molar mass: 644.003 g mol⁻¹
* largest force on an atom: 0.643 eV Å⁻¹

Geometry (Å):
Ir: -1.74 -1.48 0.71
Cl: -6.28 -4.63 5.05
C: -5.49 -3.95 3.72
C: -4.22 -3.36 3.92
C: -3.60 -2.83 2.83
Cl: -2.03 -2.07 2.97
C: -4.16 -2.83 1.52
O: -3.56 -2.33 0.52
C: -5.46 -3.44 1.38
Cl: -6.16 -3.46 -0.17
C: -6.10 -3.99 2.46
H: -3.77 -3.35 4.90
H: -7.07 -4.44 2.35
N: 0.43 -1.41 -2.17
C: -0.53 -0.51 -2.08
S: -2.06 -0.80 -1.46
N: -0.31 0.84 -2.45
C: 0.79 1.58 -2.50
C: 2.14 1.07 -2.67
C: 3.18 1.83 -2.31
C: 2.98 3.14 -1.63
C: 1.65 3.75 -1.92
C: 0.62 3.00 -2.33
H: 0.19 -2.35 -1.91
H: 1.31 -1.27 -2.64
H: -1.19 1.35 -2.39
H: 2.33 0.14 -3.18
H: 4.19 1.49 -2.48
H: 3.79 3.84 -1.83
H: 1.52 4.81 -1.73
H: -0.37 3.43 -2.47
N: -0.05 -0.58 0.91
C: 0.95 0.00 0.97
C: 2.11 0.82 0.81
C: 1.97 2.15 0.50
C: 3.12 2.93 0.04
C: 4.44 2.32 0.26
C: 4.57 1.02 0.67
C: 3.42 0.27 0.90
H: 0.99 2.61 0.50
H: 3.10 3.97 0.37
H: 5.32 2.93 0.06
H: 5.54 0.58 0.81
H: 3.52 -0.78 1.16